Record 1
A structure of composition C17H24N4O3 in a non-equilibrium geometry, computed with wB97M-V/def2-TZVPD.

Cartesian coordinates (Å):
C1 -0.94 -0.34 -2.02
C2 -1.49 -0.25 -0.61
C3 -0.34 -1.73 -2.38
C4 -0.09 -2.03 -3.78
C5 -1.34 -1.77 -4.75
C6 -0.83 -1.76 -6.19
C7 0.47 -0.11 0.74
C8 0.54 -1.14 1.93
C9 1.35 1.28 1.19
C10 0.81 1.93 2.35
C11 -0.56 2.53 2.53
C12 1.13 1.79 3.80
C13 0.19 2.56 4.57
C14 2.00 0.83 4.31
C15 0.38 2.63 5.98
C16 2.14 0.93 5.64
C17 1.43 1.88 6.47
H1 -0.10 1.62 -1.60
H2 0.99 0.33 -1.99
H3 -1.63 -0.17 -2.71
H4 -1.04 -2.45 -1.93
H5 0.52 -1.88 -1.76
H6 0.16 -3.07 -3.49
H7 0.84 -1.58 -4.18
H8 -2.31 -2.22 -4.24
H9 -1.65 -0.70 -4.24
H10 0.13 -2.75 -6.10
H11 -0.16 -0.72 -6.41
H12 -2.81 -1.20 -7.31
H13 -2.42 -3.22 -7.14
H14 -1.43 -0.57 1.32
H15 1.12 -0.60 -0.06
H16 2.30 0.83 1.51
H17 1.64 2.16 0.38
H18 -1.12 3.08 1.63
H19 -1.81 3.18 4.23
H20 2.34 0.14 3.48
H21 -0.38 3.33 6.41
H22 2.90 0.51 6.26
H23 1.58 2.10 7.43
H24 2.49 -1.69 1.55
N1 0.13 0.80 -2.29
N2 -1.86 -2.10 -7.36
N3 -0.89 0.01 0.49
N4 -0.83 2.96 3.84
O1 -2.76 -0.75 -0.57
O2 -0.48 -1.08 2.75
O3 1.69 -1.56 2.35

* total charge: 0
* HOMO level: -8.0 eV
* HOMO-LUMO gap: 0.2714 Ha
* 2S+1: 1
* total energy: -1106.5358 Ha
* energy relative to the best compared isomer or geometry (same formula, charge and spin): 295.73 kcal per mole
* strongest force on any atom: 10.3 eV/A

Record 2
A structure of composition C17H25As2Dy in a non-equilibrium geometry, computed with wB97M-V/def2-TZVPD.

Cartesian coordinates (Å):
C1 -2.18 0.75 -0.39
C2 -1.19 1.73 -0.41
H1 -3.03 0.78 0.31
H2 -2.34 0.06 -1.22
H3 -0.61 1.98 -1.30
H4 -1.12 2.54 0.34
Dy1 -0.14 -0.40 0.23
C3 0.08 -1.81 -1.86
C4 -0.07 -0.46 -2.28
C5 1.95 -0.62 -1.17
C6 1.33 -1.91 -1.17
H5 -0.92 -0.08 -2.82
H6 1.27 1.33 -2.04
H7 2.94 -0.38 -0.78
C7 1.08 0.28 -1.86
H8 1.76 -2.83 -0.77
H9 -0.61 -2.62 -2.05
C8 3.64 -1.27 4.68
As1 2.37 -0.74 3.29
C9 2.74 -2.36 2.18
C10 0.78 -0.93 4.62
C11 0.86 -1.62 5.84
C12 0.16 -1.16 6.98
C13 -0.61 0.00 6.89
C14 -0.82 0.61 5.64
C15 -0.18 0.11 4.51
As2 -0.26 1.04 2.76
C16 -1.72 2.30 3.15
C17 1.12 2.42 2.99
H10 4.67 -1.16 4.33
H11 3.41 -2.32 4.88
H12 3.44 -0.65 5.56
H13 3.58 -2.88 2.66
H14 1.81 -2.96 2.19
H15 3.05 -2.04 1.16
H16 1.51 -2.49 5.92
H17 0.29 -1.68 7.93
H18 -1.04 0.45 7.79
H19 -1.43 1.51 5.55
H20 -1.31 3.09 3.79
H21 -2.08 2.71 2.20
H22 -2.51 1.74 3.67
H23 0.86 3.03 3.86
H24 2.13 1.99 3.08
H25 1.03 3.01 2.07

* total charge: +2
* HOMO level (alpha / beta): -14.5 / -14.5 eV
* HOMO-LUMO gap (alpha / beta): 0.1962 / 0.2033 Ha
* 2S+1: 6
* total energy: -6018.6558 Ha
* strongest force on any atom: 3.7 eV/A

Record 3
A structure of composition C17H25ClN2O3 in a non-equilibrium geometry, computed with wB97M-V/def2-TZVPD.

Cartesian coordinates (Å):
C1 -2.56 2.54 -2.20
C2 -2.13 2.00 -0.87
C3 -2.68 0.87 -0.17
C4 -2.19 0.55 0.95
C5 -1.19 1.20 1.36
C6 -0.38 2.30 0.75
C7 -0.83 2.85 -0.41
Cl1 -0.15 3.84 -1.36
H1 0.50 2.60 1.08
H2 -0.60 0.83 2.40
O1 -2.64 -0.62 1.47
C8 -2.39 -1.09 2.63
C9 -2.91 0.06 3.83
H3 -2.19 -0.45 4.85
H4 -3.87 0.02 3.98
H5 -2.24 1.09 3.71
C10 -1.10 -1.40 2.83
O2 -0.26 -1.37 3.78
N1 -0.71 -2.33 1.70
H6 -1.24 -2.15 0.95
C11 0.56 -2.87 1.33
H7 0.64 -3.87 1.40
C12 1.36 -2.41 0.18
H8 2.29 -2.91 0.01
H9 0.52 -2.74 -0.82
C13 1.64 -0.93 0.31
N2 2.00 -0.10 -0.98
C14 1.17 -0.22 -1.95
H10 0.29 0.46 -1.52
C15 1.65 0.96 -2.97
O3 2.87 0.30 -3.62
C16 3.75 0.16 -2.73
C17 3.35 -0.81 -1.51
H11 4.01 -0.80 -0.82
H12 3.13 -1.70 -2.06
H13 4.82 -0.35 -3.06
H14 3.97 1.05 -2.22
H15 1.10 1.16 -3.68
H16 1.89 1.86 -2.55
H17 1.05 -1.03 -2.50
H18 0.83 -0.18 0.78
H19 2.75 -0.68 1.03
H20 1.26 -2.53 2.23
H21 -3.15 -1.73 2.85
H22 -3.46 0.48 -0.80
H23 -3.60 1.94 -2.47
H24 -1.92 2.49 -3.00
H25 -2.99 3.66 -2.12

* total charge: 0
* HOMO level: -8.5 eV
* HOMO-LUMO gap: 0.3314 Ha
* 2S+1: 1
* total energy: -1457.6322 Ha
* energy relative to the best compared isomer or geometry (same formula, charge and spin): 376.00 kcal per mole
* strongest force on any atom: 13.3 eV/A

Record 4
A structure of composition C17H25ClN3O4STl in a non-equilibrium geometry, computed with wB97M-V/def2-TZVPD.

Cartesian coordinates (Å):
Tl1 -2.95 -2.86 -4.12
C1 -1.09 2.95 2.65
C2 -1.45 1.70 1.83
C3 -2.97 1.71 1.64
C4 -0.78 1.85 0.46
C5 -1.03 0.42 2.62
O1 -1.47 0.49 3.95
C6 0.56 0.21 2.74
C7 1.39 -0.43 1.68
C8 2.23 0.15 0.77
C9 2.70 -0.67 -0.32
C10 3.47 -0.14 -1.32
C11 3.87 1.20 -1.22
Cl1 4.85 1.86 -2.41
C12 3.48 2.02 -0.13
C13 2.66 1.52 0.82
C14 -1.79 -0.88 2.21
N1 -1.82 -1.23 0.79
C15 -2.80 -1.51 -0.08
N2 -2.30 -1.87 -1.27
C16 -0.98 -1.84 -1.12
N3 -0.68 -1.47 0.11
H1 -1.33 3.84 2.06
H2 -0.02 3.02 2.88
H3 -1.66 3.03 3.57
H4 -3.29 2.70 1.30
H5 -3.49 1.51 2.58
H6 -3.31 1.00 0.89
H7 -1.24 2.68 -0.07
H8 -0.88 0.98 -0.20
H9 0.28 2.09 0.54
H10 -1.15 1.29 4.38
H11 0.63 -0.44 3.62
H12 0.96 1.19 2.98
H13 0.22 -1.21 0.52
H14 1.61 -1.49 1.84
H15 2.40 -1.71 -0.38
H16 3.77 -0.74 -2.17
H17 3.86 3.04 -0.08
H18 2.36 2.14 1.66
H19 -2.82 -0.76 2.54
H20 -1.38 -1.73 2.75
H21 -3.84 -1.43 0.18
H22 -0.23 -2.03 -1.89
C17 1.25 -2.62 -5.68
S1 0.17 -2.42 -4.31
O2 -0.86 -1.44 -4.69
O3 1.00 -1.97 -3.19
O4 -0.49 -3.71 -4.04
H23 1.68 -1.66 -5.93
H24 0.67 -3.00 -6.52
H25 2.02 -3.33 -5.41

* total charge: +2
* HOMO level: -14.9 eV
* HOMO-LUMO gap: 0.2102 Ha
* 2S+1: 1
* total energy: -2158.2761 Ha
* energy relative to the best compared isomer or geometry (same formula, charge and spin): 24.43 kcal per mole
* strongest force on any atom: 1.9 eV/A

Record 5
A structure of composition C17H25F3N4O7PdS3, computed with wB97M-V/def2-TZVPD.

Cartesian coordinates (Å):
Pd1 -0.40 0.44 0.49
S1 3.12 -1.12 0.52
C1 2.40 0.23 -0.11
N1 1.84 1.16 -0.52
C2 -3.01 -1.32 2.19
N2 -2.47 -2.71 2.29
C3 -2.32 -3.07 3.72
C4 -1.21 -2.91 1.45
C5 0.01 -2.32 2.09
C6 0.76 -3.14 2.95
C7 1.84 -2.65 3.67
C8 2.18 -1.32 3.53
C9 1.48 -0.52 2.62
C10 0.38 -0.99 1.88
H1 -4.01 -1.31 2.62
H2 -3.02 -1.02 1.14
H3 -2.36 -0.65 2.76
H4 -3.16 -3.33 1.88
H5 -1.67 -2.34 4.19
H6 -1.90 -4.07 3.81
H7 -3.31 -3.04 4.18
H8 -1.42 -2.45 0.49
H9 -1.12 -3.99 1.32
H10 0.48 -4.19 3.04
H11 2.39 -3.30 4.33
H12 3.00 -0.89 4.09
H13 1.73 0.53 2.55
C11 -2.32 2.25 -1.53
C12 -2.90 3.54 -2.33
N3 -1.79 4.41 -2.57
C13 -0.76 3.76 -3.32
C14 -0.13 2.62 -2.36
N4 -0.97 2.56 -1.20
C15 -0.85 3.74 -0.40
C16 -1.28 4.98 -1.36
H14 -2.36 1.37 -2.16
H15 -2.90 2.10 -0.62
H16 -3.64 4.04 -1.73
H17 -3.33 3.21 -3.27
H18 0.03 4.46 -3.59
H19 -1.17 3.30 -4.21
H20 0.88 2.88 -2.07
H21 -0.13 1.66 -2.88
H22 0.18 3.87 -0.07
H23 -1.51 3.71 0.46
H24 -0.42 5.60 -1.56
H25 -2.05 5.55 -0.84
O1 -2.18 1.32 1.34
S2 -1.45 2.03 2.49
O2 -1.57 1.21 3.69
O3 -0.01 2.03 1.97
O4 -1.95 3.38 2.60
F1 -0.99 -2.46 -4.42
C17 -1.75 -1.97 -3.44
F2 -2.41 -0.90 -3.94
F3 -2.64 -2.89 -3.09
S3 -0.73 -1.47 -2.00
O5 0.14 -0.45 -2.51
O6 -0.12 -2.69 -1.54
O7 -1.78 -0.93 -1.10

* total charge: 0
* HOMO level (alpha / beta): -7.6 / -8.6 eV
* HOMO-LUMO gap (alpha / beta): 0.2825 / 0.2069 Ha
* 2S+1: 5
* total energy: -3030.3769 Ha
* strongest force on any atom: 0.7 eV/A

Record 6
A cluster of 2 separate species, C17H25F7N3O6PS in total, computed with wB97M-V/def2-TZVPD.

Cartesian coordinates (Å):
C1 4.16 2.12 1.24
C2 3.03 2.66 0.37
O1 2.47 3.88 0.84
C3 1.91 1.60 0.15
C4 0.57 1.98 0.76
C5 0.44 1.60 2.22
F1 1.43 2.22 2.93
O2 0.66 0.24 2.36
C6 -0.37 -0.61 1.84
C7 -1.26 -0.98 3.03
N1 -2.36 -1.83 2.64
C8 0.34 -1.83 1.32
O3 1.09 -1.37 0.21
C9 1.85 -2.31 -0.44
F2 2.21 -1.77 -1.61
F3 1.15 -3.43 -0.62
F4 2.96 -2.61 0.27
C10 -1.23 0.06 0.71
P1 -1.89 -1.06 -0.68
N2 -3.35 -1.52 -0.48
N3 -0.58 1.29 0.02
C11 -1.63 2.27 -0.35
C12 -2.31 2.97 0.64
C13 -3.29 3.86 0.26
C14 -3.59 4.05 -1.08
C15 -2.90 3.35 -2.06
C16 -1.91 2.45 -1.69
H1 3.83 1.32 1.90
H2 4.59 2.93 1.84
H3 4.96 1.73 0.62
H4 3.44 2.90 -0.61
H5 2.69 3.98 1.78
H6 1.79 1.46 -0.93
H7 2.22 0.64 0.53
H8 0.42 3.05 0.64
H9 -0.52 1.88 2.65
H10 -1.61 -0.05 3.47
H11 -0.59 -1.45 3.76
H12 -2.21 -2.80 2.88
H13 -3.25 -1.54 3.02
H14 -0.40 -2.58 1.03
H15 0.98 -2.26 2.09
H16 -2.15 0.44 1.15
H17 -0.91 -2.02 -0.93
H18 -1.71 -0.13 -1.72
H19 -3.49 -2.52 -0.50
H20 -0.20 0.98 -0.87
H21 -2.09 2.82 1.68
H22 -3.83 4.42 1.01
H23 -4.37 4.74 -1.37
H24 -3.11 3.50 -3.10
H25 -1.36 1.91 -2.45
C17 1.76 -4.49 -3.71
F5 2.58 -4.76 -2.67
F6 1.16 -3.32 -3.42
F7 2.53 -4.29 -4.78
S1 0.48 -5.80 -3.94
O4 -0.19 -5.76 -2.65
O5 1.28 -6.97 -4.21
O6 -0.28 -5.27 -5.05

* total charge: 0
* HOMO level: -7.5 eV
* HOMO-LUMO gap: 0.2426 Ha
* 2S+1: 1
* total energy: -2716.9917 Ha
* strongest force on any atom: 0.9 eV/A

What is the total energy in the fourth record?
-2158.2761 Ha

Which formula does entry 5 have?
C17H25F3N4O7PdS3